w | 2 unconnected molecules or ions with the total composition C3H10N3, computed with ωB97M-V/def2-TZVPD.

As for the molecular weight: 88.1 u. The HOMO-LUMO gap (spin up / spin down) comes out at 8.114 / 7.559 eV. The expectation value of S² is 2.009. The highest occupied orbital energy (spin up / spin down) is -10.94 / -14.70 eV. The net charge is +1. As for the multiplicity: 3.

Geometry (Å):
C  1.260  0.024  -1.705
C  1.490  1.495  -1.345
C  -1.980  -0.311  0.868
N  1.269  0.755  -0.350
N  1.067  0.575  0.906
N  -0.753  -1.220  0.755
H  0.239  -0.235  -1.967
H  2.134  -0.589  -2.057
H  1.845  2.565  -1.533
H  -1.721  0.342  0.033
H  -2.882  -0.964  0.641
H  -2.075  0.070  1.943
H  1.392  1.340  1.481
H  0.348  -0.134  1.299
H  -0.976  -2.086  1.226
H  -0.660  -1.625  -0.195



x | 2 unconnected molecules or ions with the total composition C3H10N3, computed with ωB97M-V/def2-TZVPD.

As for the molecular weight: 88.1 u. The HOMO-LUMO gap (spin up / spin down) comes out at 5.773 / 8.805 eV. The expectation value of S² is 2.017. The highest occupied orbital energy (spin up / spin down) is -9.57 / -14.45 eV. The net charge is +1. As for the multiplicity: 3.

Geometry (Å):
C  0.282  0.313  0.928
C  -1.766  0.140  -0.673
C  2.112  0.925  -0.415
N  1.346  0.032  0.145
N  1.535  -1.290  -0.170
N  -2.823  -0.142  0.053
H  0.153  1.334  1.231
H  -0.090  -0.464  1.568
H  -1.581  1.162  -0.953
H  -1.252  -0.660  -1.178
H  1.947  1.967  -0.227
H  2.901  0.624  -1.075
H  1.230  -1.933  0.554
H  2.459  -1.497  -0.535
H  -3.384  0.587  0.473
H  -3.070  -1.097  0.274



Of them, w has the lowest stability.